{"formula": "C13H14BCrNO2", "method": "wB97M-V/def2-TZVPD", "largest_force_ev_per_a": 2.0, "homo_lumo_gap_ha": [0.2365, 0.2090], "multiplicity": 4, "total_charge": -1, "e_homo_ha": [-0.117, -0.090], "e_tot_ha": -1778.3783, "s_squared": 4.025, "symbols": ["C", "C", "C", "C", "C", "Cr", "N", "C", "C", "H", "H", "H", "H", "H", "H", "H", "H", "H", "H", "O", "B", "O", "C", "C", "C", "C", "C", "C", "H", "H", "H", "H"], "xyz": [[2.26317, -2.42415, -1.93991], [1.65846, -1.46144, -2.86372], [0.26463, -1.31336, -2.50444], [0.00049, -2.18016, -1.39395], [1.21380, -2.86152, -1.04210], [1.78649, -0.65881, -0.84075], [0.85434, -1.14390, 1.07862], [3.22710, 0.84930, -0.69512], [2.38778, 1.22486, -1.80391], [-0.50819, -0.80690, -3.09846], [2.11390, -1.13754, -3.80441], [-0.99438, -2.39961, -0.99799], [1.32284, -3.65743, -0.30004], [3.25794, -2.87152, -2.01579], [2.82267, 1.25989, -2.80462], [3.03093, 1.39028, 0.25602], [1.50791, -0.78244, 1.78939], [1.63703, 2.00378, -1.62662], [4.28561, 0.57396, -0.74006], [-0.19950, 1.20180, 1.23358], [-0.22822, -0.24741, 0.99164], [-1.56700, -0.66074, 0.70561], [-2.31809, 0.37248, 1.18748], [-3.44756, 0.21192, 1.97488], [-3.89340, 1.31769, 2.69852], [-3.22853, 2.54193, 2.65679], [-2.01570, 2.68186, 1.98554], [-1.50575, 1.54920, 1.36440], [-3.86431, -0.78869, 2.09896], [-4.76829, 1.19539, 3.32594], [-3.63077, 3.40343, 3.18125], [-1.46544, 3.61786, 1.94330]], "mulliken_charge": [-0.8489, -0.6412, -0.1886, -0.2884, -0.3362, 0.1534, -0.7592, -0.5742, -0.5879, 0.3943, 0.4863, 0.4589, 0.3971, 0.4141, 0.2319, 0.1364, 0.0965, 0.1858, 0.2533, -0.6292, 0.9800, -0.4217, 0.1580, -0.6197, -0.4732, -0.3165, -0.8278, 0.7328, 0.3915, 0.3279, 0.3329, 0.3815]}

{"formula": "C13H14BF3O2", "method": "wB97M-V/def2-TZVPD", "largest_force_ev_per_a": 6.7, "e_above_lowest_kj_mol": 623.9, "homo_lumo_gap_ha": 0.2307, "e_homo_ha": -0.222, "e_tot_ha": -978.5254, "symbols": ["C", "O", "C", "C", "C", "C", "C", "C", "C", "H", "H", "H", "H", "H", "H", "H", "H", "H", "C", "C", "C", "C", "C", "B", "F", "F", "F", "O", "H", "H", "H", "H", "H"], "xyz": [[-0.58570, -1.40717, -2.67763], [-0.67944, -1.00793, -1.25537], [-0.01281, 0.00839, -0.72715], [1.47915, -0.22237, -0.61870], [2.44983, 0.68082, -1.11658], [3.81707, 0.49471, -0.89826], [4.35060, -0.59090, -0.22893], [3.47894, -1.62050, 0.07389], [2.06219, -1.43766, -0.03455], [-0.73507, -2.48728, -2.62744], [-1.39308, -0.91115, -3.23325], [0.38684, -1.15444, -3.12651], [-0.31286, 1.06311, -0.93314], [2.08668, 1.53096, -1.70360], [4.52225, 1.20941, -1.28951], [5.40137, -0.63816, 0.04159], [3.86660, -2.56681, 0.39823], [1.42218, -2.32953, 0.01089], [-3.96484, 0.13151, 2.73515], [-3.26830, 0.72698, 1.59199], [-3.10471, 2.04332, 1.24523], [-2.53611, 2.07087, -0.02875], [-2.21396, 0.73555, -0.39293], [2.36223, -0.30204, 1.35384], [2.99410, 0.83431, 1.67965], [1.59554, -0.85714, 2.28762], [-2.65162, 0.27748, -1.60402], [-2.70154, -0.06331, 0.62248], [-4.52456, 0.89199, 3.30457], [-4.69641, -0.68677, 2.56682], [-3.13973, -0.22398, 3.36393], [-3.38473, 2.88278, 1.87309], [-2.37012, 2.92494, -0.65265]], "mulliken_charge": [-0.6819, -0.3189, -0.7071, 0.5385, -0.1899, -0.6021, -0.7272, -0.7327, -0.0198, 0.2345, 0.2464, 0.2953, 0.1480, 0.4394, 0.4198, 0.4427, 0.4791, 0.4879, -1.1854, 0.2418, -0.2557, -0.8050, 0.8350, 0.7941, -0.2984, -0.2228, -0.3228, -0.3327, 0.3172, 0.2992, 0.2662, 0.4305, 0.4868]}

{"formula": "C13H14BrFeN4O5S2", "method": "wB97M-V/def2-TZVPD", "largest_force_ev_per_a": 0.6, "homo_lumo_gap_ha": [0.3218, 0.2795], "multiplicity": 6, "e_homo_ha": [-0.324, -0.325], "e_tot_ha": -5733.2170, "s_squared": 8.760, "symbols": ["Fe", "N", "C", "C", "O", "N", "C", "C", "O", "O", "H", "H", "H", "H", "H", "H", "S", "C", "N", "C", "C", "S", "H", "H", "H", "H", "H", "Br", "C", "C", "N", "C", "C", "C", "C", "O", "O", "H", "H", "H"], "xyz": [[-0.98118, -1.27559, 0.46150], [-2.13606, -3.07773, 1.06203], [-3.36006, -2.64034, 1.77642], [-2.97677, -1.41341, 2.61995], [-3.41858, -1.24768, 3.74223], [-2.09682, -0.62054, 1.95338], [-1.24899, 0.25817, 2.73397], [0.18054, -0.38564, 2.83184], [1.02486, -0.04623, 3.61573], [0.36833, -1.32769, 1.91683], [-2.31007, -3.78104, 0.35269], [-1.47736, -3.48631, 1.72000], [-3.77181, -3.40945, 2.42715], [-4.11520, -2.35288, 1.04390], [-1.64806, 0.44928, 3.72787], [-1.12479, 1.20836, 2.20702], [0.09680, -2.84998, -1.14094], [1.61415, -2.06440, -1.12167], [2.27150, -1.67904, -0.06413], [3.48370, -0.89278, -0.25644], [3.74614, -0.77949, -1.76787], [2.44047, -1.73288, -2.60492], [1.79199, -1.60338, 0.84555], [4.31153, -1.38139, 0.25653], [3.32494, 0.08676, 0.19351], [4.71633, -1.18270, -2.04477], [3.68270, 0.25040, -2.10985], [2.42556, 5.07281, -2.36379], [0.82945, 4.06397, -2.27563], [-0.31006, 4.51377, -2.93070], [-1.45977, 3.85120, -2.90256], [-1.51192, 2.71240, -2.21910], [-0.41763, 2.18734, -1.54274], [0.78427, 2.88093, -1.56841], [-0.50805, 0.89417, -0.81416], [-1.63347, 0.31245, -0.70449], [0.51177, 0.36961, -0.31868], [-0.28684, 5.43948, -3.49371], [-2.45740, 2.18513, -2.20156], [1.64587, 2.49436, -1.04198]], "mulliken_charge": [0.2441, -0.4987, -0.5568, 0.5755, -0.6618, 0.0078, -0.7940, 0.7821, -0.6471, -0.6519, 0.3359, 0.2437, 0.3752, 0.2607, 0.4500, 0.2234, -0.4561, 0.5279, 0.0060, -0.5973, -0.4544, -0.1319, 0.2833, 0.4143, 0.2137, 0.3995, 0.3129, -0.1833, -0.0785, -0.1084, -0.6265, -0.1390, -0.0579, -0.3305, 1.0464, -0.8600, -0.2891, 0.3697, 0.4839, 0.5669]}

{"formula": "C13H14BrN3O", "method": "wB97M-V/def2-TZVPD", "largest_force_ev_per_a": 4.2, "e_above_lowest_kj_mol": 183.4, "homo_lumo_gap_ha": 0.2632, "e_homo_ha": -0.288, "e_tot_ha": -3317.2642, "symbols": ["O", "C", "N", "C", "C", "C", "C", "Br", "C", "C", "C", "N", "N", "C", "C", "C", "C", "C", "H", "H", "H", "H", "H", "H", "H", "H", "H", "H", "H", "H", "H", "H"], "xyz": [[2.22498, 0.92069, 1.82737], [1.51554, 1.43232, 0.96609], [1.92411, 2.66643, 0.45850], [1.18526, 2.99865, -0.69431], [1.21567, 4.06271, -1.55973], [0.31152, 4.10181, -2.58558], [-0.63215, 3.11062, -2.82179], [-1.78874, 3.18807, -4.36595], [-0.69673, 2.06123, -1.90218], [0.22888, 1.99479, -0.85580], [0.36018, 1.00945, 0.20881], [-0.42539, -0.03973, 0.28443], [-0.23779, -0.98503, 1.27523], [-1.48096, -1.54627, 1.88468], [-1.94149, -2.75905, 1.06969], [-0.81775, -3.77110, 0.83414], [0.41320, -3.09506, 0.27077], [0.88415, -1.94457, 1.14533], [2.87389, 3.03293, 0.63426], [1.96007, 4.83099, -1.45808], [0.31918, 4.92683, -3.28265], [-1.41839, 1.23255, -2.01575], [-2.29174, -0.79330, 1.87914], [-1.25149, -1.83676, 2.92008], [-2.84078, -3.21674, 1.51089], [-2.22223, -2.37311, 0.06213], [-0.57439, -4.29297, 1.78242], [-1.16083, -4.51527, 0.12771], [0.24142, -2.76713, -0.74051], [1.21019, -3.82634, 0.26195], [1.75824, -1.43769, 0.76006], [1.15435, -2.36994, 2.11868]], "mulliken_charge": [-0.6333, 0.3432, -0.1383, -0.5223, -0.8479, -0.1369, -0.4685, -0.1974, -0.0629, 0.5909, 0.6696, -0.3729, 0.1318, -0.7104, -0.5656, -0.6479, -0.6232, -0.7175, 0.2692, 0.3958, 0.3897, 0.4891, 0.3894, 0.3260, 0.3698, 0.2818, 0.2988, 0.3115, 0.3339, 0.3616, 0.3604, 0.3325]}